Formula: C55H155MgO25Zr
Source: the OMol25 dataset
Level of theory: the ωB97M-V functional and the def2-TZVPD basis

Each line ends with the Mulliken charge.
Positions of all 237 atoms, in Å:
Zr -2.855 0.479 1.715  1.522
Mg -2.163 4.129 0.012  0.302
C -3.955 -0.207 -2.614  -0.266
C -4.696 -0.371 -1.235  0.501
C -5.362 -1.737 -1.163  -0.531
O -3.927 -0.052 -0.148  -0.673
H -4.720 -0.228 -3.390  0.709
H -3.224 -0.985 -2.832  0.245
H -3.318 0.677 -2.652  -0.961
H -5.569 0.281 -1.234  -0.099
H -5.953 -1.846 -0.253  -0.058
H -4.672 -2.555 -0.956  -0.333
H -6.045 -1.929 -1.990  0.422
C -1.237 2.599 5.222  -0.738
C -1.463 1.129 4.937  1.609
C -2.578 0.632 5.864  -1.682
O -1.718 0.922 3.568  -0.329
H -2.087 3.200 4.899  0.164
H -0.429 3.024 4.626  -0.368
H -0.967 2.844 6.249  0.485
H -0.542 0.636 5.248  -1.065
H -3.525 1.135 5.670  0.171
H -2.314 0.983 6.861  0.516
H -2.664 -0.454 5.859  0.300
C 0.127 -0.047 -1.571  -0.358
C 0.052 -0.131 -0.054  2.285
C 1.459 -0.005 0.576  -0.457
O -0.908 0.670 0.531  2.216
H 0.540 0.927 -1.834  -0.158
H -0.853 -0.151 -2.038  -0.360
H 0.743 -0.875 -1.923  -0.325
H -0.205 -1.171 0.143  -1.174
H 1.844 1.014 0.563  -0.338
H 2.238 -0.618 0.124  -0.053
H 1.448 -0.329 1.617  -0.246
C -7.035 0.639 3.673  -1.403
C -5.879 -0.385 3.525  0.196
C -6.367 -1.759 2.976  -1.025
O -4.733 0.004 2.838  -0.775
H -7.572 0.825 2.743  0.335
H -6.586 1.614 3.861  0.250
H -7.701 0.417 4.506  0.411
H -5.524 -0.549 4.543  0.170
H -7.290 -1.990 3.509  0.497
H -5.660 -2.554 3.215  0.151
H -6.518 -1.621 1.906  0.028
C -5.654 2.806 0.983  -1.038
C -4.364 3.432 1.523  1.566
C -4.577 3.753 3.007  -1.333
O -3.189 2.675 1.204  0.532
H -5.954 1.934 1.565  -0.337
H -5.545 2.477 -0.051  -0.526
H -6.498 3.495 1.026  0.563
H -4.212 4.387 1.021  -0.156
H -3.859 4.447 3.444  0.163
H -4.632 2.890 3.670  -0.103
H -5.576 4.174 3.125  0.536
C 0.094 -1.492 -5.051  -0.635
C 1.057 -0.494 -5.672  0.178
O 2.346 -1.046 -5.911  -0.514
H 0.372 -1.836 -4.055  -0.276
H 0.038 -2.403 -5.646  0.390
H -0.940 -1.159 -4.950  0.304
H 1.104 0.339 -4.972  -0.242
H 0.648 -0.032 -6.571  0.549
H 2.878 -0.534 -6.524  0.290
C 1.558 -5.214 0.913  -0.894
C 2.219 -3.817 0.948  0.547
O 2.517 -3.575 2.313  -0.342
H 1.451 -5.473 -0.141  0.112
H 0.601 -5.257 1.432  -0.115
H 2.212 -5.930 1.412  0.549
H 1.564 -3.057 0.521  -0.816
H 3.150 -3.727 0.388  0.473
H 3.226 -4.152 2.608  0.280
C -1.388 -5.760 3.800  -0.630
C -2.345 -6.968 3.508  -0.507
O -2.303 -7.866 4.596  -0.557
H -0.370 -6.143 3.875  0.285
H -1.710 -5.353 4.758  0.474
H -1.445 -4.945 3.078  0.048
H -2.121 -7.435 2.549  0.116
H -3.372 -6.606 3.463  0.358
H -2.802 -7.503 5.332  0.336
C 4.637 -1.161 -3.612  -0.720
C 3.776 -1.289 -2.357  1.356
O 4.301 -2.513 -1.830  -0.119
H 5.696 -1.114 -3.358  0.303
H 4.363 -0.261 -4.163  0.007
H 4.481 -2.045 -4.231  0.160
H 2.720 -1.431 -2.588  -0.866
H 3.899 -0.472 -1.645  0.033
H 5.044 -2.324 -1.252  0.101
C 5.026 2.523 -3.212  -0.569
C 5.389 3.987 -3.453  -0.605
O 5.674 4.567 -2.143  -0.507
H 5.799 2.026 -2.625  0.241
H 4.963 2.043 -4.188  0.460
H 4.121 2.409 -2.616  0.062
H 4.651 4.548 -4.026  0.231
H 6.322 4.000 -4.018  0.419
H 6.567 4.904 -2.039  0.261
C -5.363 -4.514 -3.776  -1.111
C -5.347 -3.164 -4.551  0.374
O -5.419 -3.398 -5.911  -0.567
H -5.168 -4.419 -2.708  0.262
H -4.657 -5.251 -4.158  0.360
H -6.372 -4.920 -3.842  0.334
H -4.511 -2.521 -4.274  -0.117
H -6.234 -2.561 -4.359  0.201
H -5.715 -2.624 -6.395  0.320
C 8.544 -1.803 -0.330  -1.372
C 7.377 -0.849 -0.490  0.339
O 6.236 -1.516 -0.056  -0.400
H 9.431 -1.366 -0.789  0.412
H 8.382 -2.758 -0.831  0.306
H 8.789 -1.996 0.714  0.294
H 7.119 -0.587 -1.516  0.140
H 7.538 0.025 0.140  -0.009
H 6.299 -1.550 0.901  0.196
C 3.988 -0.730 2.718  2.014
C 5.287 -1.111 3.397  -0.959
O 6.365 -0.878 2.536  -0.486
H 3.767 0.335 2.650  -0.816
H 3.175 -1.217 3.256  -0.464
H 3.985 -1.242 1.755  -0.155
H 5.277 -2.188 3.566  0.234
H 5.456 -0.722 4.401  0.546
H 7.097 -0.422 2.957  0.262
C -2.970 3.047 -6.212  -1.401
C -2.167 2.292 -5.127  0.593
O -1.740 3.244 -4.182  -0.184
H -3.296 2.374 -7.005  0.442
H -2.404 3.869 -6.649  0.259
H -3.864 3.548 -5.840  0.288
H -1.287 1.854 -5.600  0.002
H -2.720 1.511 -4.604  0.005
H -1.082 3.801 -4.604  -0.158
C 1.727 -5.757 -4.196  -1.637
C 2.262 -4.500 -3.619  1.044
O 3.075 -4.805 -2.497  -0.651
H 2.483 -6.422 -4.613  0.396
H 0.921 -5.594 -4.911  0.341
H 1.264 -6.422 -3.466  0.293
H 1.447 -3.871 -3.260  -0.404
H 2.899 -3.945 -4.307  0.168
H 3.557 -4.006 -2.271  0.473
C -5.225 3.257 -2.828  -0.758
C -4.271 4.237 -2.218  -0.510
O -3.180 3.546 -1.657  2.184
H -6.053 3.817 -3.264  0.492
H -5.660 2.502 -2.173  0.019
H -4.696 2.705 -3.605  -0.021
H -4.812 4.873 -1.517  0.498
H -3.918 4.942 -2.969  0.369
H -2.725 3.349 -2.479  -0.825
C 2.734 0.208 6.300  -0.284
C 2.561 1.528 7.052  0.261
O 3.810 1.695 7.752  -0.568
H 1.796 -0.051 5.808  -0.566
H 2.960 -0.610 6.984  0.543
H 3.457 0.297 5.489  0.244
H 1.789 1.554 7.821  0.296
H 2.353 2.292 6.303  -0.269
H 3.967 0.821 8.116  0.347
C 2.516 4.205 3.816  -1.231
C 2.299 3.000 2.868  0.569
O 1.858 3.491 1.593  0.497
H 2.667 3.853 4.836  0.326
H 1.648 4.865 3.828  0.106
H 3.358 4.815 3.490  0.275
H 1.503 2.392 3.300  -0.264
H 3.203 2.390 2.853  -0.153
H 2.612 3.646 1.019  -0.218
C 1.606 3.267 -5.732  0.207
C 0.751 4.447 -6.305  -0.636
O -0.002 5.031 -5.304  -0.454
H 2.399 3.664 -5.097  -0.112
H 2.047 2.746 -6.582  0.413
H 0.978 2.572 -5.175  -0.402
H 0.059 4.091 -7.069  0.365
H 1.384 5.185 -6.797  0.421
H -0.601 5.687 -5.668  0.247
C -2.335 -3.198 0.326  -0.881
C -3.016 -2.739 1.650  0.162
O -2.329 -1.626 2.157  -0.501
H -2.770 -4.143 -0.001  0.783
H -1.282 -3.449 0.460  -0.172
H -2.416 -2.485 -0.495  0.003
H -2.972 -3.542 2.386  0.223
H -4.071 -2.539 1.459  0.075
H -1.491 -2.002 2.437  -0.362
C 1.093 -3.198 5.054  -1.533
C 0.256 -2.184 4.336  0.937
O -0.030 -2.655 3.063  1.366
H 2.134 -3.117 4.742  0.171
H 0.768 -4.239 5.036  0.118
H 1.071 -2.887 6.098  0.456
H 0.730 -1.204 4.283  -0.465
H -0.711 -2.018 4.810  0.328
H 0.818 -2.893 2.681  -1.079
C -1.295 -5.649 -2.360  -0.239
C -0.963 -6.976 -1.643  -0.549
O -1.543 -6.960 -0.343  -0.358
H -2.375 -5.523 -2.438  0.218
H -0.879 -5.603 -3.366  0.308
H -0.983 -4.788 -1.767  -0.284
H 0.113 -7.022 -1.477  0.338
H -1.334 -7.827 -2.214  0.359
H -1.420 -7.875 -0.080  0.249
C 5.804 2.272 0.806  0.132
C 5.359 3.717 1.051  -0.617
O 4.213 3.912 0.241  -0.351
H 6.752 2.051 1.296  0.447
H 5.825 2.058 -0.262  -0.274
H 5.159 1.475 1.177  -0.146
H 6.093 4.456 0.731  0.440
H 5.096 3.930 2.087  0.153
H 4.508 4.139 -0.643  0.080
C -0.087 6.698 2.158  -1.357
C -0.980 5.591 2.531  0.013
O -0.841 4.605 1.584  0.916
H 0.977 6.466 2.193  0.248
H -0.381 7.565 2.751  0.449
H -0.263 7.047 1.140  0.303
H -2.033 5.872 2.570  0.509
H -0.710 5.124 3.478  -0.044
H 0.058 4.288 1.695  -0.763
C 0.455 5.049 -1.974  -2.230
C 0.394 3.580 -1.637  0.139
O -0.616 3.218 -0.732  2.288
H 1.323 5.190 -2.618  0.468
H 0.534 5.737 -1.132  0.261
H -0.381 5.432 -2.560  0.417
H 1.379 3.356 -1.227  0.057
H 0.187 2.993 -2.532  0.294
H -0.442 2.278 -0.651  -1.502

Values from the calculation:
Total charge: +1
2S+1: 1
E_HOMO in eV: -9.687
Kohn-Sham gap in eV: 6.6
LUMO energy in eV: -3.07